{
  "formula": "C39H31FeO4P2Si",
  "method": "ωB97M-V/def2-TZVPD",
  "elements": ["Fe", "C", "Si", "C", "C", "C", "C", "C", "C", "P", "C", "C", "C", "C", "C", "C", "C", "C", "C", "C", "C", "C", "C", "C", "C", "C", "C", "C", "P", "C", "C", "C", "C", "C", "C", "C", "C", "C", "C", "C", "C", "H", "H", "H", "H", "H", "H", "H", "H", "H", "H", "H", "H", "H", "H", "H", "H", "H", "H", "H", "H", "H", "H", "H", "H", "H", "H", "H", "H", "H", "H", "H", "O", "C", "O", "C", "O", "O"],
  "coordinates": [[-0.620, -1.267, -1.270], [2.976, -1.817, -2.571], [1.872, -1.130, -1.194], [2.507, -2.008, 0.396], [3.645, -2.816, 0.414], [4.023, -3.520, 1.550], [3.261, -3.439, 2.706], [2.122, -2.644, 2.719], [1.746, -1.943, 1.577], [0.324, -0.795, 1.534], [0.070, -0.408, 3.312], [-0.851, -1.059, 4.130], [-0.990, -0.697, 5.463], [-0.209, 0.317, 5.998], [0.711, 0.974, 5.191], [0.841, 0.618, 3.857], [-1.154, -1.804, 1.166], [-2.323, -1.092, 0.866], [-3.498, -1.773, 0.564], [-3.511, -3.157, 0.564], [-2.359, -3.871, 0.876], [-1.188, -3.203, 1.175], [2.353, 0.714, -0.977], [3.671, 1.119, -0.737], [4.021, 2.453, -0.613], [3.042, 3.435, -0.723], [1.728, 3.064, -0.947], [1.377, 1.717, -1.076], [-0.392, 1.280, -1.354], [-1.234, 2.553, -0.329], [-2.296, 3.319, -0.802], [-2.983, 4.176, 0.050], [-2.621, 4.276, 1.384], [-1.561, 3.516, 1.865], [-0.876, 2.664, 1.016], [-0.748, 1.821, -3.060], [-1.935, 1.356, -3.629], [-2.274, 1.702, -4.928], [-1.422, 2.496, -5.682], [-0.224, 2.934, -5.135], [0.114, 2.597, -3.832], [4.041, -1.610, -2.434], [2.828, -2.898, -2.626], [2.676, -1.398, -3.534], [4.251, -2.906, -0.480], [4.914, -4.137, 1.530], [3.545, -3.991, 3.594], [1.529, -2.575, 3.623], [-1.469, -1.848, 3.717], [-1.712, -1.211, 6.086], [-0.319, 0.598, 7.038], [1.322, 1.770, 5.599], [1.558, 1.137, 3.229], [-2.311, -0.006, 0.876], [-4.388, -1.216, 0.300], [-4.414, -3.687, 0.288], [-2.363, -4.952, 0.827], [-0.274, -3.756, 1.351], [4.441, 0.360, -0.638], [5.053, 2.729, -0.429], [3.301, 4.482, -0.628], [0.964, 3.831, -1.013], [-2.590, 3.253, -1.842], [-3.805, 4.766, -0.336], [-3.160, 4.941, 2.048], [-1.271, 3.581, 2.907], [-0.052, 2.070, 1.394], [-2.566, 0.671, -3.075], [-3.190, 1.319, -5.358], [-1.680, 2.753, -6.702], [0.458, 3.532, -5.727], [1.057, 2.933, -3.422], [-3.325, -2.914, -3.669], [-2.391, -2.665, -2.939], [-2.090, -1.467, -2.503], [-1.476, -3.806, -2.333], [-1.705, -4.966, -2.640], [-0.523, -3.371, -1.594]],
  "fmax_ev_per_a": 0.724,
  "multiplicity": 5,
  "total_charge": -1,
  "e_above_lowest_kj_mol": 9.8,
  "orbital_gap_ev": [6.2, 7.3],
  "lumo_ev": [2.395, 2.391]
}


{
  "formula": "C5H10AlF3INO4P",
  "method": "ωB97M-V/def2-TZVPD",
  "elements": ["O", "C", "N", "Al", "I", "P", "O", "O", "C", "F", "F", "F", "H", "H", "C", "C", "C", "O", "H", "H", "H", "H", "H", "H", "H", "H"],
  "coordinates": [[-0.203, -4.396, 1.480], [0.275, -3.646, 0.615], [0.535, -2.740, -0.268], [1.795, -1.467, 0.428], [1.836, 0.554, -1.220], [3.971, -2.255, 0.655], [4.816, -2.349, -0.842], [4.066, -3.732, 1.548], [1.223, -0.752, 2.297], [-0.068, -0.132, 2.249], [1.283, -1.875, 3.197], [2.265, 0.146, 2.721], [5.585, -2.955, -0.706], [3.688, -3.567, 2.439], [-2.177, 3.393, -0.431], [-2.136, 2.354, -1.541], [-3.536, 1.984, -2.005], [-1.469, 1.188, -1.072], [-2.712, 3.009, 0.444], [-1.165, 3.640, -0.099], [-2.670, 4.310, -0.766], [-1.559, 2.741, -2.385], [-4.118, 1.551, -1.185], [-3.492, 1.229, -2.794], [-4.070, 2.859, -2.387], [-1.970, 0.836, -0.324]],
  "fmax_ev_per_a": 6.325,
  "total_charge": -1,
  "orbital_gap_ev": 6.5,
  "lumo_ev": 2.798
}


{
  "formula": "C29H47NO9",
  "method": "ωB97M-V/def2-TZVPD",
  "elements": ["C", "C", "O", "C", "C", "C", "C", "C", "C", "O", "C", "C", "C", "O", "C", "C", "C", "C", "O", "C", "C", "C", "C", "C", "N", "C", "O", "H", "H", "H", "H", "H", "H", "H", "H", "H", "H", "H", "H", "H", "H", "H", "H", "H", "H", "H", "H", "H", "H", "H", "H", "H", "H", "H", "C", "O", "C", "C", "O", "C", "H", "H", "H", "H", "H", "H", "H", "H", "H", "H", "C", "O", "C", "C", "O", "C", "H", "H", "H", "H", "H", "H", "H", "H", "H", "H"],
  "coordinates": [[3.661, 5.121, 1.508], [3.711, 3.530, 1.872], [2.338, 3.067, 1.802], [2.242, 1.719, 1.384], [3.068, 0.588, 2.046], [2.971, -0.898, 1.631], [1.976, -1.342, 0.498], [1.934, -2.892, 0.141], [3.386, -3.318, -0.439], [3.974, -4.351, 0.007], [1.161, -0.221, -0.182], [1.277, 1.298, 0.226], [0.371, 2.364, -0.580], [0.722, 3.572, -0.682], [-1.022, 1.857, -1.215], [-2.222, 2.879, -1.444], [-3.066, 3.242, -0.124], [-3.377, 4.842, -0.199], [-4.391, 2.611, -0.100], [-1.085, 0.473, -1.543], [-2.440, -0.182, -2.146], [-3.417, -0.377, -0.855], [-3.131, -1.776, -0.079], [-3.780, -1.576, 1.401], [-5.273, -1.439, 1.267], [0.144, -0.547, -1.351], [0.220, -1.499, -2.166], [4.612, 5.487, 1.002], [3.438, 5.690, 2.477], [2.720, 5.238, 0.851], [4.116, 3.492, 2.954], [4.444, 2.958, 1.209], [3.807, 0.838, 2.887], [3.598, -1.704, 2.129], [1.718, -3.549, 1.067], [1.159, -3.188, -0.641], [3.932, -2.754, -1.268], [-1.737, 3.869, -1.798], [-2.929, 2.577, -2.307], [-2.450, 3.015, 0.807], [-4.086, 5.066, 0.675], [-4.016, 4.973, -1.152], [-2.431, 5.476, -0.205], [-4.630, 2.365, -1.026], [-2.902, 0.511, -2.926], [-2.249, -1.189, -2.645], [-4.519, -0.210, -1.095], [-3.092, 0.443, -0.112], [-3.554, -2.683, -0.625], [-1.982, -1.836, 0.054], [-3.464, -2.398, 2.134], [-3.351, -0.564, 1.768], [-5.668, -1.630, 2.199], [-5.428, -0.425, 1.096], [-4.490, -3.141, -8.037], [-5.383, -2.142, -7.563], [-5.735, -2.336, -6.194], [-4.954, -1.396, -5.281], [-3.564, -1.712, -5.277], [-2.807, -0.832, -6.096], [-4.083, -2.806, -8.993], [-3.661, -3.309, -7.346], [-5.033, -4.078, -8.197], [-5.591, -3.381, -5.897], [-6.802, -2.107, -6.104], [-5.315, -1.525, -4.255], [-5.116, -0.350, -5.564], [-2.695, 0.135, -5.594], [-3.269, -0.687, -7.076], [-1.816, -1.268, -6.239], [6.823, -0.139, 7.528], [6.722, -1.498, 7.126], [5.370, -1.896, 6.898], [5.044, -1.927, 5.408], [5.066, -0.616, 4.845], [6.266, -0.358, 4.127], [7.871, 0.159, 7.454], [6.228, 0.521, 6.893], [6.504, -0.036, 8.570], [4.675, -1.245, 7.438], [5.264, -2.908, 7.301], [4.028, -2.312, 5.280], [5.726, -2.594, 4.871], [6.242, -0.885, 3.166], [7.152, -0.659, 4.690], [6.325, 0.716, 3.935]],
  "fmax_ev_per_a": 4.801,
  "orbital_gap_ev": 7.7,
  "smiles": "CCOc1ccc(CC=O)c2c1C(=O)C(C[C@@H](C)O)=C(CCCCN)C2=O.COCCOC.COCCOC",
  "lumo_ev": -1.245
}


{
  "formula": "C7H13BrO3S",
  "method": "ωB97M-V/def2-TZVPD",
  "elements": ["C", "C", "Br", "C", "C", "C", "C", "C", "S", "O", "O", "O", "H", "H", "H", "H", "H", "H", "H", "H", "H", "H", "H", "H", "H"],
  "coordinates": [[-1.825, 2.241, 0.014], [-2.170, 1.231, -1.069], [-1.924, 2.063, -2.825], [-1.418, -0.119, -1.013], [-0.319, -0.242, 0.024], [0.140, -1.680, 0.223], [1.244, -1.799, 1.284], [2.276, -0.660, 1.219], [2.269, 0.150, -0.347], [3.053, 1.335, -0.287], [2.497, -0.823, -1.372], [0.764, 0.634, -0.413], [-2.308, 3.193, -0.197], [-0.753, 2.416, 0.083], [-2.205, 1.891, 0.978], [-3.237, 1.032, -1.031], [-2.143, -0.920, -0.846], [-0.956, -0.319, -1.980], [-0.640, 0.156, 0.992], [0.472, -2.093, -0.729], [-0.735, -2.252, 0.538], [0.807, -1.804, 2.283], [1.754, -2.753, 1.155], [2.061, 0.130, 1.939], [3.297, -1.008, 1.373]],
  "fmax_ev_per_a": 0.226,
  "e_above_lowest_kj_mol": 0.0,
  "orbital_gap_ev": 10.6,
  "smiles": "C[C@@H](Br)C[C@H]1CCCS(=O)(=O)O1",
  "lumo_ev": 0.513
}